Entry 1:
This record from the Open Molecules 2025 dataset describes the molecule C10H22N2Si at a distorted geometry. The level of theory is wB97M-V/def2-TZVPD.

Results
Gap between HOMO and LUMO in eV: 7.50
E in eV: -21583.559
Structure (SMILES): CC(C)(C)N1C=CN(C(C)(C)C)[SiH2]1

Each line ends with the Löwdin charge.
Geometry (Å):
C1 -3.286 0.328 1.209  -0.06
C2 -2.644 -0.108 -0.093  -0.61
C3 -3.309 0.700 -1.303  -0.03
C4 -3.064 -1.573 -0.182  -0.08
N1 -1.206 0.147 -0.090  -0.13
C5 -0.712 1.433 0.170  -0.15
C6 0.618 1.467 0.240  -0.17
N2 1.238 0.267 0.042  -0.17
C7 2.696 0.087 0.031  -0.57
C8 3.448 0.801 1.245  0.00
C9 2.960 -1.343 0.389  -0.12
C10 3.179 0.443 -1.447  -0.01
Si1 0.133 -0.996 -0.262  0.61
H1 -2.755 -0.272 1.955  0.09
H2 -3.062 1.352 1.534  0.08
H3 -4.301 0.094 1.290  0.06
H4 -3.050 0.372 -2.371  0.10
H5 -2.961 1.692 -1.307  0.03
H6 -4.401 0.853 -1.161  0.08
H7 -2.348 -1.916 -0.890  0.04
H8 -2.809 -2.208 0.689  0.08
H9 -4.125 -1.898 -0.410  0.12
H10 -1.414 2.239 0.216  0.10
H11 1.215 2.322 0.535  0.11
H12 4.384 0.929 0.922  0.03
H13 2.863 1.633 1.550  0.05
H14 3.294 0.113 2.138  0.11
H15 2.642 -2.080 -0.305  0.06
H16 2.446 -1.446 1.309  0.06
H17 4.052 -1.397 0.602  0.11
H18 2.656 -0.315 -2.124  0.09
H19 2.867 1.484 -1.743  0.09
H20 4.228 0.441 -1.472  0.04
H21 0.056 -2.096 0.720  -0.02
H22 0.470 -1.547 -1.629  -0.02

Entry 2:
This record from the Open Molecules 2025 dataset describes a structure of composition C10H22NO10Pb at a distorted geometry. The level of theory is wB97M-V/def2-TZVPD.

Results
Gap between HOMO and LUMO in eV: 2.71
E in eV: -37924.649
Net charge: -3

Each line ends with the Löwdin charge.
Geometry (Å):
Pb1 -1.704 -1.201 1.048  0.83
C1 0.475 -4.096 3.767  -1.14
O1 0.405 -2.939 4.144  -0.09
O2 0.087 -4.449 2.626  -0.07
O3 0.940 -5.004 4.495  -0.11
C2 -5.925 -2.689 1.889  -1.22
O4 -5.504 -1.756 2.508  -0.05
O5 -6.782 -3.417 2.324  -0.04
O6 -5.304 -3.066 0.877  -0.06
C3 0.380 -2.424 -4.591  -0.52
O7 -0.300 -2.608 -3.397  -0.47
H1 1.439 -2.636 -4.447  0.00
H2 0.096 -3.206 -5.296  0.01
H3 0.320 -1.466 -5.108  0.00
C4 -2.687 1.878 -1.797  -0.07
O8 -1.368 1.590 -1.233  -0.24
C5 -0.329 2.115 -1.959  -0.27
C6 1.015 2.092 -1.184  -0.19
N1 1.393 0.782 -0.582  -0.04
C7 2.688 0.890 0.065  -0.24
C8 3.526 -0.408 0.355  -0.15
O9 3.529 -1.169 -0.881  -0.19
C9 4.353 -0.712 -1.893  -0.13
H4 -3.358 1.466 -1.044  0.08
H5 -2.909 1.434 -2.768  0.09
H6 -2.909 2.944 -1.836  0.07
H7 -0.602 3.142 -2.199  0.11
H8 -0.065 1.629 -2.899  0.12
H9 1.016 2.933 -0.492  0.11
H10 1.831 2.395 -1.841  0.10
H11 1.570 0.103 -1.308  0.11
H12 2.511 1.504 0.948  0.11
H13 3.287 1.434 -0.665  0.07
H14 2.937 -0.973 1.077  0.13
H15 4.430 -0.121 0.891  0.11
H16 4.097 -1.389 -2.708  0.10
H17 5.329 -0.898 -1.444  0.08
H18 4.219 0.329 -2.188  0.07
C10 -1.702 3.127 4.597  -0.21
O10 -2.435 2.383 3.687  -0.13
H19 -0.682 2.752 4.513  0.09
H20 -1.982 4.168 4.435  0.07
H21 -1.995 2.887 5.619  0.07
H22 -3.333 2.649 3.895  0.07

Entry 3:
This record from the Open Molecules 2025 dataset describes a cluster of 2 separate species, C10H22NO3 in total at a distorted geometry. The level of theory is wB97M-V/def2-TZVPD.

Results
Gap between HOMO and LUMO (alpha / beta) in eV: 7.71 / 7.41
E in eV: -18348.834
Net charge: +1

Each line ends with the Löwdin charge.
Geometry (Å):
C1 2.745 0.793 -1.330  -0.13
C2 3.533 1.022 -0.025  -0.13
C3 1.430 0.167 -0.875  -0.10
C4 2.670 0.390 1.072  -0.10
C5 2.487 -1.812 0.067  0.03
C6 -4.241 -0.525 0.898  -0.02
C7 -2.676 -1.225 -2.026  -0.02
C8 -2.355 2.371 0.335  -0.03
C9 0.578 -0.876 1.177  0.02
C10 -2.148 0.021 -0.106  -0.50
N1 1.769 -0.564 0.376  -0.34
O1 -2.814 -0.730 0.807  -0.05
O2 -2.177 -0.215 -1.379  0.03
O3 -1.530 1.189 0.251  -0.11
H1 2.568 1.720 -1.868  0.12
H2 3.286 0.130 -2.002  0.12
H3 4.519 0.563 -0.073  0.12
H4 3.680 2.081 0.173  0.12
H5 0.695 0.933 -0.623  0.13
H6 0.991 -0.507 -1.608  0.15
H7 3.251 -0.122 1.836  0.14
H8 2.048 1.146 1.553  0.14
H9 3.411 -1.598 -0.462  0.11
H10 2.726 -2.340 0.989  0.12
H11 1.865 -2.456 -0.551  0.12
H12 -4.469 0.486 1.242  0.09
H13 -4.588 -1.251 1.629  0.10
H14 -4.724 -0.703 -0.064  0.09
H15 -0.067 -1.566 0.637  0.12
H16 -2.494 -1.228 -3.081  0.06
H17 -3.224 -2.009 -1.536  0.07
H18 -1.668 3.215 0.324  0.09
H19 -2.925 2.376 1.266  0.09
H20 -3.029 2.433 -0.521  0.10
H21 0.007 0.027 1.381  0.10
H22 0.872 -1.336 2.118  0.12

Entry 4:
This record from the Open Molecules 2025 dataset describes a structure of composition C10H23BeN4O3PS3 at a distorted geometry. The level of theory is wB97M-V/def2-TZVPD.

Results
Gap between HOMO and LUMO (alpha / beta) in eV: 4.33 / 5.83
⟨S²⟩: 0.751
E in eV: -65043.261
Spin multiplicity: 2
Net charge: -1

Each line ends with the Mulliken spin population.
Geometry (Å):
Be1 0.220 0.552 0.126  0.58
C1 -1.814 -4.604 -3.121  0.00
C2 -1.618 -3.886 -1.802  0.00
O1 -1.684 -2.478 -2.028  0.00
P1 -0.503 -1.549 -1.439  0.01
S1 -0.815 0.358 -1.826  -0.01
S2 -0.269 -1.600 0.498  -0.01
O2 0.740 -2.158 -2.262  0.00
C3 2.041 -1.587 -2.068  0.01
C4 2.619 -1.221 -3.417  0.00
H1 -1.793 -5.687 -2.981  0.00
H2 -1.029 -4.324 -3.825  0.00
H3 -2.768 -4.325 -3.573  0.00
H4 -0.663 -4.172 -1.359  0.00
H5 -2.411 -4.154 -1.100  0.00
H6 2.663 -2.337 -1.576  0.00
H7 2.006 -0.707 -1.421  0.00
H8 2.665 -2.097 -4.067  0.00
H9 3.623 -0.808 -3.307  0.00
H10 1.987 -0.482 -3.913  0.00
O3 1.058 0.649 1.380  -0.01
S3 0.817 2.674 -0.379  -0.08
C5 2.095 2.406 0.706  -0.03
N1 1.934 2.776 2.020  -0.07
C6 2.877 2.627 2.947  0.00
C7 4.083 2.098 2.603  0.00
C8 4.220 1.751 1.238  0.01
N2 3.303 1.892 0.329  0.01
H11 1.035 3.162 2.259  0.04
H12 2.628 2.944 3.950  0.00
H13 4.895 1.946 3.295  0.00
H14 5.178 1.333 0.938  0.00
N3 -3.326 2.667 2.595  1.93
C9 -3.783 1.536 1.718  0.94
C10 -2.640 0.556 1.462  -0.24
N4 -1.418 1.156 0.999  -0.61
H15 -4.095 3.363 2.777  -0.98
H16 -2.543 3.176 2.146  0.06
H17 -2.987 2.325 3.523  -0.42
H18 -4.130 1.987 0.790  0.03
H19 -4.615 1.055 2.229  -0.19
H20 -2.970 -0.182 0.727  0.00
H21 -2.421 0.005 2.380  -0.11
H22 -0.855 1.660 1.674  0.10
H23 -1.536 1.705 0.154  0.03

Entry 5:
This record from the Open Molecules 2025 dataset describes a cluster of 2 separate species, C10H23ClF4NO2P2S2 in total. The level of theory is wB97M-V/def2-TZVPD.

Results
Gap between HOMO and LUMO in eV: 7.92
E in eV: -79962.853
Net charge: +1

Each line ends with the Löwdin charge.
Geometry (Å):
N1 2.557 2.134 0.979  0.01
C1 1.356 2.363 0.192  -0.29
C2 0.394 1.175 0.227  -0.25
C3 -0.904 1.433 -0.548  -0.33
P1 -2.169 0.189 -0.232  0.96
C4 -1.444 -1.466 -0.274  -0.29
C5 -2.261 -2.590 0.417  -0.31
C6 -1.356 -3.443 1.299  -0.59
S1 -2.184 -4.902 1.973  0.74
P2 -3.727 0.185 -1.931  0.47
O1 -5.137 0.168 -1.133  -0.39
Cl1 -3.660 2.155 -2.333  0.32
C7 -2.881 0.448 1.496  -0.54
F1 -2.068 -0.150 2.391  0.11
F2 -4.087 -0.165 1.555  0.08
C8 -3.082 1.911 1.911  -0.31
F3 -1.877 2.481 2.120  0.10
F4 -3.688 2.547 0.880  0.07
H1 2.343 2.148 1.971  0.07
H2 2.879 1.190 0.772  0.04
H3 1.661 2.517 -0.848  0.12
H4 0.870 3.285 0.523  0.12
H5 0.924 0.334 -0.230  0.09
H6 0.193 0.904 1.269  0.11
H7 -1.331 2.415 -0.333  0.08
H8 -0.730 1.390 -1.629  0.10
H9 -0.428 -1.402 0.121  0.09
H10 -1.354 -1.679 -1.345  0.10
H11 -2.701 -3.230 -0.349  0.11
H12 -3.072 -2.194 1.027  0.08
H13 -0.521 -3.813 0.700  0.08
H14 -0.931 -2.836 2.101  0.07
H15 -3.364 -4.306 2.188  -0.14
H16 -5.452 -0.721 -0.908  0.07
H17 -3.697 1.980 2.811  0.18
C9 4.811 0.693 -2.784  -0.26
S2 4.364 -0.762 -1.837  0.83
O2 3.178 -0.373 -1.012  -0.58
C10 5.774 -0.731 -0.732  -0.26
H18 4.017 0.870 -3.506  0.05
H19 4.905 1.543 -2.109  0.06
H20 5.748 0.506 -3.309  0.06
H21 5.799 0.226 -0.211  0.06
H22 6.685 -0.884 -1.309  0.06
H23 5.650 -1.545 -0.021  0.05

Entry 6:
This record from the Open Molecules 2025 dataset describes a cluster of 3 separate species, C10H23F3NO11P2 in total at a distorted geometry. The level of theory is wB97M-V/def2-TZVPD.

Results
Gap between HOMO and LUMO in eV: 2.73
E in eV: -61484.556
Net charge: -1

Each line ends with the Löwdin charge.
Geometry (Å):
N1 -4.792 0.561 1.354  0.03
C1 -5.080 0.834 -0.059  -0.30
C2 -3.994 1.707 -0.743  -0.11
O1 -3.829 3.003 -0.096  0.04
C3 -3.894 4.018 -0.978  -0.72
F1 -2.982 3.856 -1.980  0.12
F2 -5.123 4.129 -1.482  0.18
F3 -3.560 5.167 -0.361  0.14
C4 -6.517 1.373 -0.343  -0.73
O2 -7.274 1.762 0.560  -0.07
O3 -6.892 1.391 -1.549  -0.10
H1 -5.035 1.350 1.945  0.06
H2 -5.335 -0.263 1.590  0.06
H3 -5.010 -0.148 -0.582  0.14
H4 -4.328 1.797 -1.799  0.13
H5 -3.003 1.214 -0.760  0.12
C5 -0.656 -4.076 2.004  -0.14
O4 -1.383 -2.998 1.398  -0.25
P1 -0.834 -2.518 -0.138  0.64
O5 -1.672 -1.284 -0.224  -0.25
O6 -1.563 -3.798 -0.849  -0.27
C6 -2.916 -4.097 -0.528  -0.11
O7 0.050 -2.268 -1.563  -0.23
C7 1.460 -2.533 -1.478  -0.13
H6 -1.220 -4.416 2.874  0.09
H7 -0.537 -4.911 1.309  0.08
H8 0.325 -3.725 2.332  0.08
H9 -3.463 -3.218 -0.184  0.09
H10 -2.944 -4.869 0.245  0.08
H11 -3.402 -4.491 -1.420  0.09
H12 1.634 -3.579 -1.213  0.08
H13 1.918 -1.878 -0.733  0.08
H14 1.909 -2.332 -2.449  0.08
C8 7.293 2.017 1.122  -0.13
O8 6.420 0.892 1.318  -0.26
P2 4.799 1.135 0.855  0.64
O9 4.331 -0.150 1.475  -0.28
O10 5.144 0.931 -0.729  -0.27
C9 5.970 -0.152 -1.133  -0.11
O11 3.240 1.669 0.466  -0.23
C10 2.962 3.059 0.719  -0.12
H15 8.319 1.676 1.262  0.09
H16 7.188 2.426 0.115  0.08
H17 7.072 2.791 1.860  0.08
H18 5.941 -0.980 -0.424  0.09
H19 6.999 0.197 -1.244  0.08
H20 5.624 -0.503 -2.105  0.09
H21 3.630 3.694 0.132  0.08
H22 3.078 3.280 1.782  0.08
H23 1.933 3.261 0.427  0.09